1.
C7H14N | wB97M-V/def2-TZVPD

Geometry as XYZ:
```
22
Properties=species:S:1:pos:R:3
C 0.268 -1.051 4.227
C -0.281 -0.327 3.268
C -0.016 -0.568 1.852
C -0.149 0.359 0.879
C 0.583 0.020 -0.419
C -0.119 0.705 -1.584
C -1.336 0.019 -2.178
N 1.066 0.759 -2.744
H -0.053 -1.123 5.271
H 0.991 -1.835 4.029
H -0.995 0.478 3.436
H 0.180 -1.584 1.501
H -0.526 1.348 0.948
H 0.399 -1.091 -0.488
H 1.570 0.447 -0.504
H -0.248 1.775 -1.419
H -2.290 0.578 -2.062
H -1.668 -0.864 -1.602
H -1.178 -0.192 -3.250
H 0.548 0.721 -3.630
H 1.564 -0.132 -2.709
H 1.690 1.557 -2.824
```

Properties
ΔE to the lowest compared entry with this formula, charge and spin: 161.5 kJ/mol
Highest occupied orbital energy: -0.43631 Eh
Gap between HOMO and LUMO: 8.43 eV
Net charge: +1

2.
C3H5N3O | wB97M-V/def2-TZVPD

Geometry as XYZ:
```
12
Properties=species:S:1:pos:R:3
O 1.259 -1.858 0.727
C 1.075 -0.592 0.976
C -0.106 0.081 0.734
N -1.009 -0.580 -0.045
N -1.656 0.425 -0.543
C -1.225 1.741 -0.132
N -0.226 1.439 0.712
H 0.425 -2.223 0.367
H 1.097 0.359 -1.431
H 1.962 -0.059 1.305
H -2.367 0.236 -1.240
H 0.771 1.029 -1.430
```

Properties
ΔE to the lowest compared entry with this formula, charge and spin: 533.9 kJ/mol
Highest occupied orbital energy (alpha / beta): -0.30692 / -0.30692 Eh
Gap between HOMO and LUMO (alpha / beta): 6.84 / 6.84 eV
Net charge: 0

3.
C4H9O2 | wB97M-V/def2-TZVPD

Geometry as XYZ:
```
15
Properties=species:S:1:pos:R:3
C 2.182 0.586 0.275
C 1.565 1.765 1.060
H 1.669 -0.326 0.582
H 1.930 0.715 -0.842
H 3.200 0.322 0.514
H 0.586 1.469 1.634
H 1.274 2.522 0.365
H 2.194 2.284 1.674
C -2.465 -0.822 -0.907
C -1.552 -1.991 -0.583
O -1.755 -2.756 0.403
O -0.567 -2.060 -1.300
H -3.128 -0.785 -0.023
H -3.099 -1.095 -1.829
H -2.036 0.173 -1.025
```

Properties
ΔE to the lowest compared entry with this formula, charge and spin: 95.6 kJ/mol
Highest occupied orbital energy: -0.12679 Eh
Gap between HOMO and LUMO: 7.19 eV
Net charge: -1

4.
C23H43IrN7Se | wB97M-V/def2-TZVPD

Geometry as XYZ:
```
75
Properties=species:S:1:pos:R:3
Ir 1.670 -0.282 -0.598
N 3.757 -1.557 -0.130
C 4.772 -1.355 -1.170
C 4.134 -0.912 -2.483
N 3.280 0.282 -2.359
C 2.584 0.529 -3.641
C 1.176 -0.048 -3.680
N 0.421 0.461 -2.536
C 4.029 1.479 -1.946
C 3.109 2.517 -1.319
N 2.463 1.967 -0.123
H 4.141 -1.376 0.789
H 3.429 -2.516 -0.127
H 5.349 -2.261 -1.367
H 5.479 -0.603 -0.824
H 3.502 -1.723 -2.853
H 4.934 -0.744 -3.216
H 3.167 0.124 -4.474
H 2.507 1.606 -3.799
H 1.202 -1.138 -3.617
H 0.724 0.219 -4.640
H -0.515 0.067 -2.503
H 0.297 1.467 -2.599
H 4.560 1.925 -2.795
H 4.777 1.199 -1.207
H 2.325 2.793 -2.025
H 3.692 3.415 -1.102
H 1.698 2.564 0.173
H 3.119 1.919 0.649
C 1.322 0.365 3.302
C -0.182 0.609 3.130
C -0.447 1.817 2.222
C -0.944 -0.612 2.647
C -2.027 -1.045 3.384
C -2.765 -2.165 3.020
C -2.379 -2.898 1.904
C -1.304 -2.530 1.122
C -0.875 -3.465 0.007
C 0.520 -4.036 0.300
C -0.926 -2.854 -1.397
C -0.575 -1.326 1.447
N 0.427 -0.910 0.700
H 1.775 1.204 3.835
H 1.807 0.256 2.333
H 1.504 -0.542 3.881
H -0.583 0.845 4.119
H -0.141 1.592 1.200
H 0.101 2.692 2.583
H -1.511 2.051 2.206
H -2.295 -0.505 4.285
H -3.619 -2.475 3.608
H -2.934 -3.793 1.645
H -1.586 -4.295 0.012
H 1.263 -3.238 0.240
H 0.776 -4.819 -0.416
H 0.558 -4.461 1.303
H -0.165 -2.074 -1.493
H -1.902 -2.408 -1.600
H -0.731 -3.624 -2.146
C -4.943 -0.284 -0.041
N -4.701 1.058 0.444
C -5.443 1.716 1.405
C -4.915 2.947 1.543
N -3.850 3.038 0.666
C -3.011 4.203 0.492
C -3.715 1.866 -0.004
Se -2.469 1.435 -1.266
H -5.974 -0.555 0.174
H -4.265 -0.990 0.435
H -4.775 -0.312 -1.116
H -6.280 1.259 1.901
H -5.212 3.763 2.179
H -3.625 5.085 0.318
H -2.369 4.031 -0.367
H -2.395 4.365 1.377
```

Properties
Highest occupied orbital energy (alpha / beta): -0.33819 / -0.34866 Eh
Gap between HOMO and LUMO (alpha / beta): 7.12 / 6.55 eV
2S+1: 5
Net charge: +1

5.
C5H6N2O5 | wB97M-V/def2-TZVPD

Geometry as XYZ:
```
18
Properties=species:S:1:pos:R:3
C 2.702 -1.479 -1.207
N 1.815 -0.747 -0.707
O 2.122 0.623 -0.624
C 1.133 1.415 0.037
O 1.267 2.582 0.092
C 0.134 0.593 0.711
N 0.219 -0.044 1.791
O 1.198 0.054 2.662
C -1.138 0.515 -0.153
O -1.074 0.797 -1.335
O -2.183 0.113 0.556
C -3.287 -0.308 -0.310
H 2.298 -2.536 -1.063
H 3.595 -1.050 -1.475
H 1.961 0.377 2.160
H -3.473 -1.312 -0.158
H -3.233 0.137 -1.231
H -4.055 0.269 0.253
```

Properties
ΔE to the lowest compared entry with this formula, charge and spin: 545.7 kJ/mol
Highest occupied orbital energy: -0.38051 Eh
Gap between HOMO and LUMO: 10.76 eV
Net charge: 0

6.
C5H8O2 | wB97M-V/def2-TZVPD

Geometry as XYZ:
```
15
Properties=species:S:1:pos:R:3
C 1.211 -0.980 -0.348
C -0.024 -0.311 0.217
C 0.102 0.995 0.737
C -0.465 -0.712 1.520
O -1.118 -0.307 -1.115
C -1.105 0.855 -1.681
O -0.351 1.775 -1.409
H 1.562 -0.450 -1.237
H 0.994 -2.020 -0.607
H 2.014 -0.973 0.399
H 1.086 1.429 0.841
H -0.702 1.598 1.097
H 0.044 -1.518 2.045
H -1.368 -0.361 1.969
H -1.879 0.981 -2.451
```

Properties
ΔE to the lowest compared entry with this formula, charge and spin: 300.0 kJ/mol
Highest occupied orbital energy: -0.31705 Eh
Gap between HOMO and LUMO: 9.48 eV
Net charge: 0

It is found that the energy values, taken in the order of the records, are -329.54601, -356.65404, -308.30848, -3790.97331, -679.66668, -345.69069 Ha.